{"formula": "C5H11N2O", "method": "ωB97M-V/def2-TZVPD", "relative_energy_kj_mol": 828.8, "total_energy_ha": -381.3483, "e_homo_ev": -13.5, "total_charge": 1, "symbols": ["O", "C", "C", "C", "C", "C", "N", "N", "H", "H", "H", "H", "H", "H", "H", "H", "H", "H", "H"], "positions_angstrom": [[-1.1832, 0.2761, 2.1965], [-1.8005, -0.5658, 1.4755], [-1.6804, -0.5183, -0.0122], [-0.8926, 0.7239, -0.3714], [0.5414, 0.5791, -0.1330], [0.8929, -0.2767, -1.0949], [4.1283, 0.3386, 0.7908], [-3.0968, -0.8576, -0.5981], [-2.6711, -1.1328, 1.8508], [-0.9741, -1.3877, -0.2466], [-1.4618, 1.6068, -0.0504], [-0.8839, 0.7331, -1.5053], [1.0529, 1.2101, 0.5851], [1.3261, 0.3461, -1.9679], [3.5210, 0.2896, 0.0011], [4.6866, -0.4563, 0.9055], [4.7310, 1.1125, 0.5803], [-3.3530, -0.2936, -1.3130], [-2.8828, -1.7271, -1.0927]], "forces_ev_per_angstrom": [[-1.5096, -3.2887, -2.4735], [0.2993, 4.0137, 2.7536], [-0.6113, -3.0267, -0.1851], [-1.8606, 0.1751, -2.7244], [0.3583, 0.2034, 0.5704], [1.4432, 2.5456, -0.2925], [-0.9789, 1.7499, 0.3920], [3.8697, -2.1697, 2.7803], [0.6387, -0.3398, 0.2184], [-1.2050, 0.7865, 0.0746], [1.0710, 0.2316, 0.1769], [-0.8333, 0.0566, 0.3223], [0.4580, -0.5758, 0.5050], [-0.5810, -1.4471, 0.5894], [-0.1527, -0.6282, -0.6030], [0.7021, -1.4736, -0.0547], [0.4144, 0.3644, 0.1777], [-0.9831, 2.8624, -2.5341], [-0.5393, -0.0396, 0.3067]], "mulliken_charge": [-0.4783, -0.1744, 0.2273, -0.6376, 0.3322, -0.5978, -0.6213, -0.6532, 0.4056, 0.3339, 0.4575, 0.3268, 0.4751, 0.3864, 0.1755, 0.2375, 0.2450, 0.2527, 0.3072]}